Entry 1:
Molecular formula: C7H9N3S
Method: DFT, ωB97M-V/def2-TZVPD

Computed properties:
Kohn-Sham gap (alpha / beta) = 8.00 / 8.00 eV
HOMO level (alpha / beta) = -0.33895 / -0.33891 Ha
2S+1 = 1

```
20
Properties=species:S:1:pos:R:3:lowdin_charge:R:1
H -1.285 -0.568 1.336 0.068
N -1.114 0.842 -1.710 -0.064
H 0.231 -0.298 2.126 0.093
C -0.267 -0.875 1.262 -0.065
N 0.094 2.301 2.615 0.176
H 2.097 0.057 -1.031 0.106
C -0.803 2.221 0.294 -0.438
C -0.371 2.332 1.569 -0.346
C -0.489 0.577 -0.679 -0.144
N -1.706 1.967 -2.028 -0.328
H -0.050 -2.015 1.472 0.131
C 0.189 -0.573 -0.159 -0.562
H -1.031 -2.330 -0.886 0.097
C 1.706 -0.325 -0.039 -0.037
H 0.546 -2.499 -1.035 0.032
H 2.239 -1.202 0.277 0.078
H 1.743 0.559 0.700 0.102
C -0.135 -1.785 -1.150 0.004
S -1.547 3.112 -0.827 1.055
H -0.048 -1.497 -2.107 0.042
```

***

Entry 2:
Molecular formula: C5H7NO
Method: DFT, ωB97M-V/def2-TZVPD

Computed properties:
Kohn-Sham gap = 10.99 eV
HOMO level = -0.37894 Ha
2S+1 = 1
SMILES = CC(=O)[C@@H](C)C#N

```
14
Properties=species:S:1:pos:R:3:lowdin_charge:R:1
H -2.427 0.240 -0.157 0.095
C -0.263 -0.847 1.426 -0.194
H -1.722 -0.300 -1.685 0.088
C -1.730 0.518 -0.957 -0.005
C 0.392 -0.505 0.155 -0.291
H 2.344 -0.089 -0.664 0.089
H -2.077 1.439 -1.428 0.089
C 1.890 -0.240 0.320 -0.052
O 0.130 1.842 -0.242 0.109
H 0.220 -1.341 -0.535 0.147
C -0.361 0.746 -0.365 -0.416
N -0.828 -1.046 2.417 0.165
H 2.046 0.666 0.907 0.088
H 2.387 -1.082 0.808 0.087
```

***

Entry 3:
Molecular formula: C19H14Cl5IrN4O2Si
Method: DFT, ωB97M-V/def2-TZVPD

Computed properties:
Kohn-Sham gap (alpha / beta) = 5.93 / 6.33 eV
HOMO level (alpha / beta) = -0.39959 / -0.42593 Ha
Total charge = +1
2S+1 = 2

```
46
Properties=species:S:1:pos:R:3:lowdin_charge:R:1
C 0.870 -1.357 4.624 -0.032
H 1.464 -1.594 5.493 0.118
H -1.229 -4.449 -3.024 0.120
H -0.894 -2.294 5.424 0.118
H 2.471 -0.374 3.624 0.106
C -1.576 -3.770 -2.260 -0.013
C -1.246 -1.484 3.490 0.011
N 1.457 2.172 -0.627 -0.028
C -0.905 -2.575 -2.051 -0.155
Cl -3.861 1.202 -1.361 0.267
C -0.697 -0.781 2.393 -0.182
C -2.529 -1.174 0.892 -0.467
C 3.469 2.977 0.360 0.035
Cl 1.523 -0.128 -2.602 0.595
C 2.404 2.083 0.299 -0.195
C 1.435 -0.664 3.581 0.011
N -1.327 -0.602 1.242 0.051
N 1.091 0.394 1.374 0.027
Cl -1.711 3.230 -2.700 0.250
O -3.570 -1.098 1.492 0.151
C -3.068 -3.149 -0.514 0.038
H 0.811 1.372 -4.288 0.034
C 3.560 3.969 -0.601 -0.012
C 1.529 3.130 -1.542 -0.156
H -3.923 -3.305 0.123 0.133
H 0.725 3.164 -2.265 0.028
H -0.047 -2.321 -2.652 0.066
Cl -1.091 0.061 -3.840 0.546
C 0.680 -0.327 2.442 -0.176
C -2.300 -2.006 -0.333 -0.197
C 2.572 4.044 -1.574 -0.014
Ir -0.260 0.419 -0.507 0.992
O 3.284 0.705 2.003 0.101
C 0.648 0.315 -4.083 -0.898
H 1.002 -0.313 -4.900 0.047
N -1.240 -1.718 -1.096 0.020
H -2.279 -1.791 3.448 0.115
C 2.324 0.984 1.312 -0.433
H 4.388 4.664 -0.591 0.123
Cl -2.357 3.489 0.494 0.271
Si -2.031 2.094 -0.978 -0.739
H 4.200 2.841 1.141 0.129
H 2.613 4.778 -2.362 0.118
C -2.685 -4.061 -1.481 -0.009
H -3.221 -4.990 -1.603 0.124
C -0.474 -1.763 4.583 -0.041
```

***

Entry 4:
Molecular formula: C29H24N8O4PS5Sc
Method: DFT, ωB97M-V/def2-TZVPD

Computed properties:
Kohn-Sham gap = 7.15 eV
HOMO level = -0.29162 Ha
2S+1 = 1

```
72
Properties=species:S:1:pos:R:3:lowdin_charge:R:1
H 3.765 -0.551 -0.676 0.122
C -2.279 -5.481 1.814 -0.081
N -0.803 -2.538 -5.312 0.219
C -3.596 2.102 -1.430 -1.127
C 1.152 -0.638 1.644 -0.106
N -2.475 2.319 -0.796 -0.112
H 2.183 -3.510 0.184 0.083
H -2.767 -3.487 -4.254 0.151
H 5.771 2.915 0.886 0.105
H -1.514 -5.012 -0.145 0.061
S -1.739 -0.748 -0.071 0.364
C 1.104 -1.787 0.864 -0.371
C -1.197 -3.413 1.235 -0.386
H 0.295 0.023 1.670 0.050
Sc -1.073 0.891 -1.926 0.755
S -4.952 2.878 -0.692 1.024
H 4.275 -0.952 2.913 0.107
H -1.013 -1.984 2.833 0.100
H 2.328 0.561 2.979 0.094
H -0.050 -2.038 -5.752 0.103
C 2.215 -2.626 0.809 -0.094
H -1.173 1.372 1.602 0.057
C 3.782 3.277 0.169 0.008
O 0.888 -0.047 -1.699 -0.095
C 1.348 3.222 -0.821 -0.383
N -0.478 0.138 -4.535 -0.398
H -1.729 5.534 0.849 0.120
H -2.734 -2.069 -2.001 -0.023
C -1.364 -2.967 2.545 -0.093
H 0.809 1.890 3.023 0.080
C -0.843 2.392 1.756 -0.022
H 3.774 4.334 0.400 0.123
C 4.894 1.116 0.131 -0.061
C 2.292 -0.339 2.378 -0.075
C -1.536 3.425 1.150 -0.235
N -2.601 -2.552 -3.916 -0.002
H 1.486 4.242 3.370 0.106
N -3.353 -2.203 -2.797 0.060
C 0.632 4.011 2.745 -0.072
C 0.257 2.690 2.546 -0.065
C 3.784 0.506 -0.448 0.001
C -1.983 -3.776 3.482 -0.077
C -0.085 5.036 2.145 -0.065
C 3.351 -2.327 1.546 -0.081
C 4.891 2.475 0.435 -0.056
H -2.110 -3.424 4.497 0.104
C -1.170 4.747 1.335 -0.035
C 2.696 1.313 -0.701 -0.084
O 1.001 4.370 -0.798 0.134
N -1.249 -0.699 -3.845 0.088
H -2.928 -5.668 3.848 0.102
H -2.637 -6.462 1.527 0.103
C 1.360 1.035 -1.271 -0.431
N 0.595 2.136 -1.298 0.080
C 2.689 2.666 -0.403 -0.077
H -3.847 -1.335 -2.978 0.005
C -2.443 -5.036 3.116 -0.085
C -1.514 -1.932 -4.365 -0.400
H -0.955 -3.512 -5.506 0.128
O -0.327 1.243 -3.953 -0.061
S -4.479 4.423 1.832 0.609
H 4.208 -2.988 1.504 0.106
C 3.388 -1.186 2.337 -0.089
S 0.003 -3.301 -1.655 0.258
N -2.659 3.114 0.320 -0.129
C -1.655 -4.673 0.873 -0.106
C -3.926 3.517 0.577 -1.101
H 0.212 6.066 2.292 0.111
S -3.579 1.152 -2.854 0.602
P -0.409 -2.325 0.001 0.158
H 5.772 0.524 0.355 0.108
O 0.027 -0.068 -5.619 0.094
```

***

Entry 5:
Molecular formula: C38H33BN8TeW
Method: DFT, ωB97M-V/def2-TZVPD

Computed properties:
Kohn-Sham gap (alpha / beta) = 6.09 / 3.80 eV
HOMO level (alpha / beta) = -0.58577 / -0.58577 Ha
Total charge = +3
2S+1 = 4

```
82
Properties=species:S:1:pos:R:3:lowdin_charge:R:1
C -1.153 -20.448 3.555 -0.001
H 4.677 -23.147 2.709 0.132
H 4.708 -17.049 -1.649 0.112
N 4.310 -19.125 -1.517 -0.131
C 1.083 -14.524 -1.628 -0.001
N 5.370 -22.676 -2.279 -0.028
H 8.393 -18.137 1.165 0.124
H 4.368 -24.322 -3.226 0.108
H -1.501 -18.352 3.218 0.145
C 3.722 -21.346 1.814 -0.134
C 0.611 -20.327 1.416 -0.096
C 5.299 -23.897 -2.872 -0.063
C 6.277 -18.121 1.493 -0.131
H 0.391 -15.170 0.311 0.136
H 4.860 -15.722 0.398 0.091
H 0.189 -22.560 -3.908 0.132
C 5.269 -18.133 2.445 -0.463
C 3.284 -15.826 1.875 -0.456
B 4.382 -21.658 -1.793 -0.653
H 1.838 -14.159 -3.604 0.141
H 2.822 -23.259 -3.820 0.132
C 0.859 -15.463 -0.632 0.024
H 6.558 -20.542 -3.359 0.146
H 5.334 -23.607 0.107 0.147
C 7.898 -18.231 3.261 -0.040
W 2.564 -19.343 -0.378 1.403
H -1.848 -20.511 4.395 0.141
C 4.768 -22.788 0.520 0.020
N 3.609 -20.917 0.542 -0.141
C 1.668 -14.903 -2.827 0.012
C -0.472 -21.587 3.141 0.016
C 1.817 -17.170 -2.073 -0.074
C 7.385 -23.482 -2.274 -0.109
C 2.630 -13.753 2.888 -0.053
H -0.018 -20.507 -2.108 0.129
C -0.967 -19.247 2.897 0.039
H 4.755 -18.188 4.540 0.104
Te 3.175 -17.970 1.966 1.578
C 6.033 -18.452 -2.781 0.019
C 1.045 -17.903 0.068 -0.328
H 1.768 -15.664 3.395 0.101
H 7.112 -18.332 5.267 0.127
C -0.090 -19.168 1.801 -0.240
C 5.933 -19.834 -2.828 0.015
N 6.655 -22.463 -1.881 0.044
H 1.187 -20.309 0.443 0.024
C 1.224 -16.797 -0.849 -0.256
H 3.701 -12.014 2.219 0.129
H 3.298 -20.800 2.635 0.089
H 6.760 -17.824 -3.285 0.131
C 5.560 -18.198 3.803 -0.132
C 4.328 -13.790 1.182 -0.051
H 2.017 -13.202 3.609 0.130
C 4.212 -15.166 1.076 -0.123
C 2.026 -16.229 -3.061 -0.015
H 6.041 -18.064 0.431 0.074
N 4.262 -21.811 -0.249 0.050
C 7.599 -18.166 1.910 -0.050
H 1.979 -18.251 -2.275 0.086
H 8.449 -23.515 -2.058 0.126
C 4.996 -18.044 -1.949 -0.111
H 0.933 -22.426 1.748 0.134
C 0.424 -21.523 2.075 -0.020
H 5.044 -13.259 0.553 0.126
C 0.057 -17.977 1.017 -0.023
C 2.310 -22.498 -3.244 0.011
C 2.483 -15.125 2.773 -0.142
H 0.786 -13.485 -1.467 0.140
N 2.056 -20.836 -1.823 -0.126
H 8.938 -18.235 3.582 0.128
C 3.559 -13.089 2.103 -0.040
N 4.904 -20.225 -2.060 0.049
H -0.702 -17.188 1.123 0.156
H 6.860 -25.419 -3.264 0.113
C 0.856 -21.084 -2.376 -0.083
H -0.646 -22.542 3.636 0.142
C 6.885 -18.266 4.206 -0.046
C 0.973 -22.128 -3.291 0.012
H 2.431 -16.516 -4.030 0.137
C 6.569 -24.443 -2.902 -0.022
N 2.948 -21.726 -2.349 0.053
C 4.442 -22.536 1.842 0.022
```

***

Entry 6:
Molecular formula: C8H14O3
Method: DFT, ωB97M-V/def2-TZVPD

Computed properties:
Kohn-Sham gap = 10.48 eV
HOMO level = -0.35573 Ha
2S+1 = 1
SMILES = CC(=O)OCC[C@H]1CCOC1

```
25
Properties=species:S:1:pos:R:3:lowdin_charge:R:1
H -1.593 2.467 1.314 0.117
H 0.012 0.522 -1.730 0.101
H -2.448 -0.689 -0.762 0.132
H 3.559 0.869 -0.103 0.096
O 1.816 -1.629 -0.193 -0.011
C 0.624 -1.545 0.589 -0.164
C 2.486 0.724 -0.008 0.020
C -1.786 0.351 0.973 -0.108
H 2.012 1.608 -0.415 0.092
H -0.080 1.593 1.430 0.102
C -0.661 -1.658 -0.241 -0.115
C -1.489 -0.382 -0.350 -0.276
O 2.228 -0.451 -2.071 0.097
H 0.674 -2.386 1.271 0.126
H -1.294 -2.398 0.243 0.115
H 0.612 -0.649 1.206 0.098
H -1.435 -0.225 1.822 0.110
O -0.787 1.916 -0.496 -0.122
H -2.847 0.558 1.026 0.112
C -1.011 1.669 0.861 -0.218
H -0.421 -2.065 -1.218 0.129
H -1.638 0.953 -2.077 0.123
C -0.951 0.717 -1.268 -0.127
H 2.271 0.605 1.046 0.075
C 2.146 -0.475 -0.848 -0.505
```

***

Across the entries above, largest force on an atom takes the values 5.73; 1.13; 4.06; 0.51; 2.10; 2.24 eV/Å, respectively.
Across the entries above, total energy takes the values -22705.797; -8835.676; -103310.867; -134743.129; -61631.330; -14664.771 eV, respectively.